Run a
Here is a single C16H23N3O3 molecule from the Open Molecules 2025 dataset. Energies are from wB97M-V/def2-TZVPD.

Values from the calculation:
E_HOMO = -8.1963 eV
HOMO-LUMO gap = 7.94 eV
structure (SMILES) = CCN(CC)C(=O)[C@H]1CCCN(c2ccccc2[N+](=O)[O-])C1
LUMO level = -0.3 eV
spin multiplicity = 1
M = 305.4 g/mol
total charge = 0

XYZ file:
```
45
Properties=species:S:1:pos:R:3:mulliken_charge:R:1
O -1.57101 1.53674 2.02131 -0.5663
O 2.59962 -1.68645 -0.54578 -0.6902
O -0.16968 2.59910 3.25760 -0.6551
N -0.69851 2.37890 2.18177 1.0688
N 0.85787 -2.59537 0.51691 0.2910
N -0.73747 1.49109 -0.62607 0.5396
C -0.33667 3.19447 1.07306 -0.2321
C 1.40958 -1.65015 -0.27578 -0.2073
C -0.43775 3.79499 -1.24778 -0.6244
C 0.08925 4.49100 1.37619 -0.6203
C 1.75289 -3.64920 0.98037 -0.7379
C -0.89654 0.23757 -2.73668 -0.7041
C -0.17907 0.37349 0.09582 -1.4228
C 1.85624 -4.78074 -0.03760 -1.1330
C -0.74902 -2.28346 2.37955 -1.1498
C -0.32072 -0.99289 -2.04076 -0.6130
C -0.52004 -2.73428 0.93569 -0.6230
C -1.61678 1.10469 -1.70557 -1.1593
C 0.23144 5.43154 0.38641 -0.6893
C 0.58031 -0.52066 -0.89609 0.7248
C -0.06835 5.07838 -0.92842 -0.6386
C -0.53824 2.78802 -0.26713 1.3135
H 2.74006 -3.20756 1.13025 0.4377
H 1.38129 -4.02594 1.93397 0.3337
H 0.01691 5.81571 -1.71264 0.3932
H -0.48192 -1.23929 2.51274 0.1861
H -2.04308 1.99343 -2.16931 0.6953
H 0.26580 -1.58812 -2.74265 0.4319
H 0.26030 4.73570 2.41366 0.4809
H 2.51023 -5.56128 0.34097 0.3979
H -1.79810 -2.40476 2.63619 0.3924
H -0.60699 3.53796 -2.28162 0.3690
H -0.08966 0.81014 -3.19773 0.3523
H 2.27045 -4.39802 -0.96628 0.3042
H 0.54820 6.43378 0.62474 0.3885
H -0.97772 -0.15918 0.61973 0.1672
H -0.15639 -2.87534 3.07199 0.4035
H -1.59776 -0.05764 -3.51847 0.4219
H -0.78995 -3.79225 0.84411 0.4373
H 0.54057 0.73491 0.83332 0.6305
H 0.87832 -5.21324 -0.24029 0.2806
H -2.44483 0.52591 -1.27092 0.2784
H -1.17218 -2.17423 0.26953 0.2165
H 1.34835 0.11811 -1.35232 0.3433
H -1.13925 -1.61559 -1.67598 0.1865
```

***

Run b
Here is a single C16H23N3O3 molecule from the Open Molecules 2025 dataset. Energies are from wB97M-V/def2-TZVPD.

Values from the calculation:
E_HOMO = -8.3339 eV
HOMO-LUMO gap = 9.06 eV
structure (SMILES) = CCOC(CNC(=O)Cn1nc(C)c2ccccc21)OCC
LUMO level = 0.7 eV
spin multiplicity = 1
M = 305.4 g/mol
total charge = 0

XYZ file:
```
45
Properties=species:S:1:pos:R:3:mulliken_charge:R:1
O 2.76818 -0.55865 0.76203 -0.2332
O 3.72774 0.91336 -0.79215 -0.4937
O 0.02782 -2.46889 -0.93024 -0.6703
N 0.23844 -0.25823 -0.46839 0.0251
N -2.39935 -0.29203 0.39905 0.7601
N -1.93926 0.91770 0.77820 -1.2030
C -6.06090 0.67189 -1.12833 -0.5311
C 4.37085 0.07171 -1.74339 -0.3062
C -0.34630 -1.46299 -0.36989 0.9756
C -5.70515 -0.68426 -1.17776 -0.6953
C 3.49563 -0.15241 1.90835 -0.3298
C -5.21497 1.61466 -0.59890 -0.7829
C -3.63385 -0.18757 -0.15661 0.6625
C -2.66536 3.25973 0.78768 -1.2509
C -1.57839 -1.45546 0.55625 -0.9526
C 4.92718 -1.22930 -1.17624 -0.9615
C 1.48473 -0.05743 -1.15536 -1.1384
C -3.98052 1.18605 -0.10557 0.6471
C -2.85521 1.81625 0.49557 0.6929
C -4.49942 -1.13662 -0.69815 -0.7912
C 2.55710 0.45382 -0.17628 0.1600
C 3.72307 -1.36942 2.78797 -1.2327
H -3.45730 3.61837 1.44395 0.2999
H 4.12659 -1.85671 -0.79435 0.2292
H 4.30076 -2.11476 2.24869 0.2952
H 1.36964 0.67089 -1.96543 0.2499
H 4.45206 0.29135 1.60297 0.3319
H -1.70426 3.41491 1.26976 0.3779
H -6.40209 -1.38872 -1.60702 0.3848
H 3.69037 -0.14297 -2.57623 0.2667
H -4.23330 -2.18120 -0.74588 0.3612
H -0.15949 0.50779 0.06969 0.3597
H 5.45341 -1.76395 -1.96314 0.4229
H 1.77695 -1.02994 -1.55752 0.4888
H -5.48733 2.65864 -0.56171 0.4088
H 2.17502 1.35955 0.33514 0.4190
H -2.17089 -2.34833 0.35515 0.2525
H 2.92013 0.61621 2.44817 0.3315
H 5.18656 0.69701 -2.11728 0.3751
H 4.26005 -1.08091 3.68727 0.4064
H -1.20614 -1.49983 1.58645 0.2040
H -7.02210 0.97105 -1.51909 0.3766
H 2.76858 -1.80852 3.06420 0.2808
H 5.62313 -1.02099 -0.36727 0.2308
H -2.70242 3.83913 -0.13435 0.2960
```

***

Most favorable first, least favorable last: run b, run a

***

Run a
Here is C26H32N7O2S2Tl as an isolated structure from the Open Molecules 2025 dataset. Energies are from wB97M-V/def2-TZVPD.

Values from the calculation:
E_HOMO = 0.3358 eV
HOMO-LUMO gap = 3.66 eV
LUMO level = 4.0 eV
spin multiplicity = 1
M = 743.1 g/mol
total charge = -2

XYZ file:
```
70
Properties=species:S:1:pos:R:3:mulliken_charge:R:1
Tl 0.68832 -0.60208 -1.58697 0.5652
S 4.40816 0.12583 -2.13601 -0.4506
S 1.25909 -1.27766 2.56512 1.5212
O 0.70020 -0.32111 3.49224 -0.8286
O 2.64895 -1.05822 2.18463 -0.9301
N -1.13189 -3.03187 1.93287 -0.4494
N 0.41552 -1.35695 1.20979 -0.0763
N 3.48190 0.61961 0.37968 0.1964
N 1.88052 -6.35701 5.64408 -0.6330
N -1.16086 -2.14112 -0.27804 -0.2385
N 3.06124 2.23109 -0.97951 0.3165
N -0.53281 1.21364 -1.72631 -0.5599
C -2.70730 4.77131 -2.55374 -1.1774
C -0.99866 2.08715 -4.62684 0.3494
C 1.73972 -5.15062 4.92178 1.1514
C 0.96950 -4.10851 5.43126 -0.7822
C -2.12352 4.02081 -3.57876 -0.5326
C 2.16761 -3.83408 2.95233 -0.5824
C -2.33244 2.41184 0.40889 0.3861
C -0.62839 -2.19616 0.98299 0.4682
C -1.28139 2.25696 -2.00357 0.4392
C 3.63675 0.99607 -0.91038 -0.3120
C 2.33850 -5.00382 3.67609 -0.7446
C -1.62277 0.69310 -4.75966 -1.3446
C -2.07840 2.99429 -0.98155 0.1130
C -2.01993 -3.92774 1.56449 -0.1999
C -2.06411 -3.03662 -0.59105 -0.2483
C -1.47846 2.81200 -3.37366 0.6493
C -3.02039 1.04142 0.31474 -1.4027
C 0.79009 -2.94335 4.70154 -0.1886
C 2.73365 2.93063 -2.21064 -0.8346
C -2.51888 -4.01837 0.27842 -0.8450
C 0.53080 2.01898 -4.73710 -1.0614
C 2.56113 2.59844 0.26459 -0.4328
C 1.37303 -2.81675 3.46001 -0.6737
C -2.70429 4.19271 -1.27765 -0.4435
C 2.81099 1.59177 1.11062 -0.5103
C -1.08246 2.30774 1.28248 -1.1808
H 0.92725 1.52569 -3.85226 -0.1132
H 2.52309 1.43148 2.13698 0.5027
H -2.20053 4.39294 -4.60204 0.2162
H 0.84946 1.45783 -5.62820 0.4769
H -3.24111 -4.76694 -0.01750 0.3551
H -3.02466 3.09869 0.91174 0.3542
H 2.65215 -3.69380 1.99255 0.4765
H -3.23683 0.63939 1.31379 0.4566
H -3.24551 4.69748 -0.47516 0.2279
H -0.34513 1.70688 0.75829 -0.0630
H 2.02571 3.52087 0.40855 0.4597
H 1.65379 2.89420 -2.36594 0.1145
H 3.07477 3.96635 -2.15530 0.3506
H -3.95778 1.12535 -0.24334 0.4072
H -1.30053 1.83139 2.24975 0.4513
H 2.94538 -5.81179 3.27845 0.2471
H 0.20044 -2.11913 5.08503 0.4776
H -3.19379 5.72078 -2.74815 0.2804
H -2.46638 -2.94941 -1.59825 0.4298
H -1.32647 0.08012 -3.91022 0.0013
H -0.66849 3.30635 1.46805 0.3265
H -2.35961 0.34847 -0.21087 0.0170
H 1.79384 -6.23140 6.63977 0.2294
H -1.35766 2.67731 -5.47809 0.3009
H 0.95129 3.03011 -4.79565 0.2296
H -2.35956 -4.60274 2.34951 0.3743
H 3.52125 -0.33563 0.69561 0.3528
H -1.30171 0.20218 -5.69014 0.4419
H 0.50531 -4.22034 6.40662 0.2578
H -2.71578 0.76885 -4.76647 0.3368
H 3.23710 2.42210 -3.02591 0.2970
H 2.73193 -6.84698 5.42166 0.2341
```

***

Run b
Here is C26H32N7O2S2Tl as an isolated structure from the Open Molecules 2025 dataset. Energies are from wB97M-V/def2-TZVPD.

Values from the calculation:
E_HOMO = 0.6930 eV
HOMO-LUMO gap = 3.24 eV
LUMO level = 3.9 eV
spin multiplicity = 1
M = 743.1 g/mol
total charge = -2

XYZ file:
```
70
Properties=species:S:1:pos:R:3:mulliken_charge:R:1
Tl 0.75440 -0.54950 -1.53910 0.9028
S 1.29390 -1.27130 2.46900 1.5858
S 4.32790 0.30390 -1.77340 -0.4533
O 0.77630 -0.24520 3.35270 -0.8376
O 2.73120 -1.11060 2.20360 -1.0092
N -0.58700 1.30150 -1.69300 -0.6976
N 3.06140 2.47590 -0.83230 0.3700
N -0.73690 -3.04730 1.78800 -0.3700
N 1.36000 -6.50740 5.32680 -0.6355
N -0.92290 -2.19880 -0.43130 -0.3295
N 3.37520 0.93450 0.68760 0.2982
N 0.54740 -1.27530 1.03920 -0.2279
C 1.21920 -2.84360 3.31330 -0.6216
C 1.33940 -5.25520 4.67570 1.1767
C -0.63030 2.64070 1.03860 -1.1369
C -2.82690 4.66900 -2.66780 -1.1066
C -2.01810 3.11880 -0.99400 0.2021
C -0.39510 -2.17850 0.81820 0.5983
C 0.54360 -2.98650 4.52300 -0.2885
C 2.85530 3.06060 -2.12360 -0.8698
C -2.68180 4.26480 -1.34450 -0.5368
C 2.04110 -5.08660 3.47250 -0.7641
C 0.23930 1.68010 -4.63560 -1.1811
C 2.57320 2.95820 0.35870 -0.5492
C -2.03620 2.67540 0.44790 0.3931
C -1.36590 2.28470 -1.98850 0.2468
C -2.36130 3.80740 -3.65370 -0.5301
C -1.74140 -3.20420 -0.73740 -0.1821
C 2.75920 1.99970 1.29120 -0.4303
C -1.51110 -4.07130 1.43680 -0.1167
C -1.28190 1.73130 -4.49660 0.3711
C -1.68670 2.64690 -3.36150 0.6565
C -2.71680 1.31030 0.56720 -1.4485
C -1.86430 0.32620 -4.32640 -1.2305
C 1.98670 -3.87770 2.81010 -0.5715
C 3.52300 1.20890 -0.62960 -0.4637
C 0.60170 -4.19580 5.19230 -0.8196
C -2.02820 -4.22010 0.15960 -1.0835
H -0.62960 2.24030 2.05070 0.3961
H -2.62950 3.40290 1.02780 0.3986
H 3.35290 2.42330 -2.85610 0.2595
H 1.78300 3.09670 -2.33080 0.2588
H 2.12120 3.92440 0.43200 0.5019
H -0.21100 3.64790 1.05160 0.2844
H -1.58400 -0.32150 -5.15950 0.4617
H 1.20710 -6.43240 6.32340 0.2353
H 2.20070 -7.02880 5.11630 0.2375
H 0.55760 0.97640 -5.40600 0.4659
H -2.74330 0.98430 1.60840 0.4815
H -0.00890 1.99990 0.41660 -0.0436
H -2.15850 0.58320 -0.01960 -0.0293
H 3.28100 4.06490 -2.16540 0.3426
H -0.00310 -2.14350 4.91330 0.4937
H -3.12510 4.87560 -0.55790 0.2573
H 0.66850 1.37130 -3.68370 -0.1143
H -1.49860 -0.11510 -3.39830 -0.1325
H -3.73730 1.37030 0.18090 0.3956
H -2.55720 4.05910 -4.69740 0.2394
H -1.70150 2.14980 -5.42770 0.3222
H 0.61870 2.66990 -4.88670 0.2548
H -3.33170 5.59690 -2.92000 0.2646
H 3.35510 0.00240 1.13560 0.4280
H -1.71090 -4.79090 2.22450 0.4089
H -2.15580 -3.18000 -1.74000 0.4329
H 0.06970 -4.33770 6.12660 0.2773
H -2.95080 0.38090 -4.28200 0.3357
H 2.61890 -5.91270 3.07780 0.2672
H 2.47760 1.94700 2.32100 0.4478
H -2.63230 -5.07060 -0.11870 0.3590
H 2.54020 -3.70800 1.89980 0.5018
```

***

Most favorable first, least favorable last: run a, run b

***

Run a
Here is a 2-piece molecular cluster, CH5NO2S overall from the Open Molecules 2025 dataset. Energies are from wB97M-V/def2-TZVPD.

Values from the calculation:
E_HOMO (spin up / spin down) = -8.8534 / -8.3394 eV
HOMO-LUMO gap (spin up / spin down) = 8.47 / 7.68 eV
LUMO level (spin up / spin down) = -0.4 / -0.7 eV
spin multiplicity = 1
M = 95.1 g/mol
total charge = 0

XYZ file:
```
10
Properties=species:S:1:pos:R:3:mulliken_charge:R:1
S 0.28993 1.10123 -0.31710 0.4762
O 0.46283 -1.17299 1.03397 -0.4396
O 1.63987 1.12786 -0.86420 -0.5927
N -0.30054 -0.26648 -1.22025 -0.6526
C 0.35615 0.09560 1.28775 -0.0946
H 0.12785 0.50322 2.34239 0.3589
H 0.01920 -0.41687 -2.18539 0.2563
H -1.26092 -0.39837 -1.00518 0.2873
H -1.66491 0.86854 0.88532 -0.1016
H 0.33054 -1.44172 0.04269 0.5024
```

***

Run b
Here is a single CH5NO2S molecule from the Open Molecules 2025 dataset. Energies are from wB97M-V/def2-TZVPD.

Values from the calculation:
E_HOMO = -10.2218 eV
HOMO-LUMO gap = 10.83 eV
structure (SMILES) = CO[S@@H](=N)=O
LUMO level = 0.6 eV
spin multiplicity = 1
M = 95.1 g/mol
total charge = 0

XYZ file:
```
10
Properties=species:S:1:pos:R:3:mulliken_charge:R:1
S -1.45389 0.07962 0.18041 0.6735
O -2.70581 -0.48595 -0.16322 -0.5179
O -0.35090 -1.11467 -0.31600 -0.2960
N -1.18181 1.62335 -0.10481 -0.5509
C 1.04344 -0.90114 -0.10503 -0.4841
H 1.08026 -0.36854 0.88309 0.2496
H 1.54310 -1.92643 0.02432 0.2291
H -1.27092 -0.09723 1.53137 0.2012
H -1.13072 1.68149 -1.08628 0.2506
H 1.35602 -0.13141 -0.83879 0.2449
```

***

Most favorable first, least favorable last: run b, run a